{"formula": "C28H56P2SiW", "method": "ωB97M-V/def2-TZVPD", "gap_ev": [6.9, 5.3], "e_lumo_ev": [-6.14, -8.08], "multiplicity": 3, "total_charge": 2, "energy_ha": -2139.1436, "relative_energy_ev": 0.156, "elements": ["W", "C", "C", "C", "C", "C", "C", "H", "H", "H", "C", "H", "H", "H", "C", "H", "H", "H", "C", "H", "H", "H", "C", "H", "H", "H", "C", "C", "C", "C", "C", "C", "C", "C", "H", "H", "H", "H", "H", "H", "H", "H", "H", "H", "H", "H", "P", "C", "H", "H", "H", "C", "H", "H", "H", "C", "H", "H", "H", "P", "C", "H", "H", "H", "C", "H", "H", "H", "C", "H", "H", "H", "C", "Si", "C", "C", "C", "H", "H", "H", "H", "H", "H", "H", "H", "H", "H", "H"], "xyz": [[-0.95557, -0.05440, -1.71875], [-2.29508, 1.42782, -0.49279], [-3.02654, 0.59655, -1.41792], [-2.34896, -0.70701, 0.39134], [-1.96564, 0.63169, 0.65584], [-2.97720, -0.76097, -0.90503], [-2.11010, 2.89863, -0.60465], [-2.06686, 3.24648, -1.63625], [-1.18644, 3.22357, -0.11581], [-2.94464, 3.41658, -0.12541], [-1.64796, 1.19340, 1.99215], [-0.86873, 1.95764, 1.91647], [-1.33366, 0.44200, 2.71374], [-2.52840, 1.69443, 2.41695], [-2.29567, -1.83768, 1.36676], [-3.23912, -1.89635, 1.94617], [-1.47154, -1.70930, 2.09252], [-2.16121, -2.80876, 0.86563], [-3.61667, -1.96444, -1.52414], [-4.70123, -1.80935, -1.58966], [-3.40938, -2.85957, -0.93034], [-3.25195, -2.16707, -2.53620], [-3.80539, 1.09706, -2.58048], [-4.77832, 1.48951, -2.25272], [-3.98950, 0.30421, -3.30810], [-3.28159, 1.91801, -3.08354], [1.00531, 0.39903, -1.86468], [0.13115, 1.48151, -2.38482], [-0.02844, 1.70744, -3.87425], [-0.90507, 0.65259, -4.58333], [-1.36726, -0.45943, -3.65574], [-0.41836, -1.42918, -3.11259], [1.01833, -1.39541, -3.60804], [1.85438, -0.35236, -2.85032], [0.95351, 1.81852, -4.36161], [-0.38288, 0.24068, -5.47110], [-0.49334, 2.69794, -4.02955], [2.33498, 0.33431, -3.56628], [1.50196, 0.54286, -0.91046], [0.15035, 2.39603, -1.79387], [2.66682, -0.84540, -2.29815], [1.46508, -2.39670, -3.46195], [-0.82977, -2.41511, -2.90480], [1.08251, -1.20547, -4.69064], [-1.80642, 1.15072, -4.97431], [-2.33943, -0.88850, -3.91616], [2.80197, 2.20772, 1.59087], [2.26259, 3.39245, 2.82642], [3.05406, 4.14398, 2.95609], [2.04455, 2.92059, 3.78609], [1.35072, 3.88505, 2.46685], [4.58028, 1.91889, 1.52267], [5.12735, 2.78879, 1.92053], [4.88594, 1.76895, 0.47444], [4.87615, 1.02086, 2.08966], [2.22678, 2.86285, 0.04026], [2.31392, 2.11296, -0.74890], [2.81405, 3.74759, -0.25035], [1.16485, 3.12643, 0.15625], [0.77275, -3.42624, -0.38140], [-0.10647, -4.83319, -1.15116], [0.59620, -5.52313, -1.63158], [-0.77516, -4.42351, -1.91924], [-0.72836, -5.35498, -0.41568], [2.51400, -3.67472, -0.93472], [2.61140, -3.36794, -1.98907], [2.79226, -4.73398, -0.82011], [3.17910, -3.02531, -0.33925], [0.84670, -3.92733, 1.35948], [1.12139, -4.98502, 1.41889], [-0.14017, -3.77355, 1.81062], [1.56495, -3.30621, 1.90884], [3.64328, -1.50010, 2.89132], [2.28944, -0.28153, 3.38304], [0.73233, -1.08590, 3.98919], [2.98554, 0.81005, 4.75638], [1.87792, 0.68076, 1.81774], [4.54301, -1.26737, 3.48200], [3.90554, -1.44447, 1.82148], [3.31751, -2.52077, 3.13150], [0.93185, -1.47978, 4.99949], [-0.09120, -0.36633, 4.05634], [0.41891, -1.91680, 3.34876], [3.75060, 1.52688, 4.42956], [2.16781, 1.36496, 5.23962], [3.43679, 0.15953, 5.51923], [2.15488, 0.03191, 0.97255], [0.79815, 0.91603, 1.74965]], "lowdin_charge": [1.599, -0.296, -0.342, -0.215, -0.221, -0.307, -0.023, 0.086, 0.069, 0.110, -0.017, 0.066, 0.053, 0.118, -0.011, 0.123, 0.062, 0.070, -0.011, 0.107, 0.083, 0.071, -0.006, 0.114, 0.087, 0.089, -0.368, -0.335, -0.164, -0.155, -0.315, -0.306, -0.158, -0.179, 0.120, 0.129, 0.121, 0.122, 0.045, 0.085, 0.106, 0.100, 0.091, 0.125, 0.117, 0.113, 0.820, -0.155, 0.083, 0.039, 0.072, -0.144, 0.080, 0.079, 0.057, -0.181, 0.040, 0.091, 0.056, 0.797, -0.271, 0.053, 0.016, 0.051, -0.279, 0.022, 0.057, 0.032, -0.299, 0.061, 0.024, 0.008, -0.169, 0.465, -0.157, -0.180, -0.335, 0.044, 0.027, 0.034, 0.062, 0.026, 0.008, 0.030, 0.042, 0.056, 0.052, 0.038]}